1.
Molecular formula: C28H53MgO2PSe2Si2
Method: DFT, the ωB97M-V functional and the def2-TZVPD basis

Atoms and positions in Å:
1 O -1.502360 -2.563844 -3.375161
2 O -2.504566 -0.876501 -4.673777
3 C -0.134921 -3.005681 -3.616075
4 C 0.441881 -4.028289 -2.666300
5 H 0.471124 -2.090493 -3.634314
6 H -0.175149 -3.429179 -4.627755
7 H 0.679332 -3.633393 -1.674894
8 H 1.393043 -4.372580 -3.086357
9 H -0.210504 -4.896723 -2.564061
10 C -2.112394 -2.752853 -2.061694
11 C -3.441349 -3.363225 -2.411229
12 H -2.158209 -1.749371 -1.610592
13 H -1.502119 -3.389385 -1.402343
14 H -3.903855 -2.807492 -3.231827
15 H -4.145562 -3.361786 -1.578636
16 H -3.282626 -4.400532 -2.737273
17 C -3.520878 0.200416 -4.432905
18 C -2.352498 -1.278820 -6.102507
19 C -4.455553 -0.140625 -3.306121
20 H -4.037968 0.328396 -5.393834
21 H -2.931838 1.095326 -4.187934
22 H -5.032444 -1.066452 -3.445815
23 H -5.218641 0.649728 -3.264878
24 H -3.947515 -0.157670 -2.328851
25 C -3.282055 -2.454101 -6.280760
26 H -1.288847 -1.541019 -6.235480
27 H -2.595770 -0.375646 -6.701984
28 H -3.022360 -3.257514 -5.567315
29 H -3.255306 -2.844289 -7.304937
30 H -4.310094 -2.124769 -6.074325
31 H -2.498239 -1.764299 -4.137613
32 Mg 0.953628 0.967395 -0.782888
33 C -0.065627 0.782916 -2.473571
34 Si 0.533136 1.631469 -4.005763
35 H -1.149645 0.956931 -2.371252
36 H 0.002144 -0.319946 -2.593912
37 C 1.684324 0.457634 -4.907553
38 C 1.291063 3.209188 -3.323027
39 C -0.787584 2.155744 -5.230350
40 C 3.072869 0.827570 -1.408950
41 Si 3.832250 1.813952 -0.037740
42 H 3.327620 1.168962 -2.425876
43 H 3.299975 -0.254753 -1.347390
44 C 5.224083 2.854437 -0.769649
45 C 4.459617 0.646485 1.289126
46 C 2.594543 3.007450 0.747556
47 H -0.294109 2.891843 -5.884303
48 H -1.645728 2.640339 -4.744213
49 H -1.134320 1.301463 -5.838983
50 H 2.578519 0.231969 -4.311898
51 H 1.971982 0.955480 -5.845428
52 H 1.162281 -0.486626 -5.139103
53 H 1.983206 2.983781 -2.497063
54 H 0.460439 3.818632 -2.933540
55 H 1.838697 3.752571 -4.109524
56 H 4.961104 -0.216018 0.829406
57 H 3.636987 0.261438 1.908224
58 H 5.183623 1.143773 1.948664
59 H 2.207532 2.643318 1.709098
60 H 1.727948 3.287972 0.121992
61 H 3.170073 3.927093 0.937143
62 H 6.177609 2.696605 -0.245523
63 H 4.990419 3.926213 -0.725256
64 H 5.369751 2.582330 -1.823127
65 Se 0.823055 -1.066127 0.972744
66 P -0.529479 0.423451 1.865256
67 Se -1.332696 1.856073 0.426324
68 C -1.757193 -0.519689 2.817151
69 C -2.282265 0.028683 3.992015
70 C -3.005162 -0.799459 4.858210
71 C -3.207003 -2.145143 4.536514
72 C -2.718859 -2.664929 3.332665
73 C -2.024496 -1.841991 2.446449
74 C 0.338264 1.402894 3.143551
75 C 1.341445 0.751948 3.868377
76 C 2.002623 1.442760 4.886735
77 C 1.676825 2.772461 5.159891
78 C 0.701136 3.427944 4.400947
79 C 0.040350 2.748395 3.373149
80 H -2.097933 1.078323 4.231246
81 H -3.381154 -0.386827 5.792045
82 H -3.742657 -2.793454 5.232755
83 H -2.870573 -3.716449 3.089456
84 H -1.618451 -2.240561 1.510611
85 H 1.602197 -0.280294 3.617901
86 H 2.766591 0.929990 5.470572
87 H 2.178573 3.300208 5.971832
88 H 0.446340 4.465303 4.610893
89 H -0.691552 3.261342 2.739337

Force components x, y, z for each atom (eV/Å):
0.3 -1.5 1.2
-0.7 0.8 -1.2
0.0 0.7 -0.5
0.1 -0.1 0.1
0.0 -0.3 0.0
0.1 0.1 0.1
-0.2 0.1 -0.1
-0.2 0.1 0.0
0.0 0.0 0.0
0.5 0.5 -0.4
-0.3 -0.5 0.4
-0.1 -0.3 0.1
-0.2 0.3 -0.4
0.0 -0.2 0.1
0.0 0.0 0.1
-0.2 0.3 0.0
0.2 0.0 0.1
0.2 0.2 0.3
-0.5 0.0 0.4
0.1 0.0 0.4
-0.1 -0.5 -0.2
0.4 0.2 -0.1
0.3 0.0 0.0
-0.1 0.0 -0.4
-0.3 -0.1 -0.2
-0.5 0.2 0.1
0.2 -0.7 0.4
-0.1 0.3 -0.4
0.1 0.0 0.2
0.2 -0.2 -0.1
1.0 0.8 0.3
1.2 -0.2 0.2
-1.8 -0.8 -2.2
0.0 -0.8 2.0
0.0 0.1 0.2
0.0 0.2 -0.1
0.2 0.4 -0.4
0.4 0.2 -0.6
0.0 0.1 -0.4
-0.1 -0.2 0.6
-0.1 -1.0 -1.4
-0.2 0.0 0.4
0.0 0.4 0.1
0.4 0.4 0.1
0.2 0.0 0.4
0.1 0.4 0.3
-0.4 -0.2 -0.1
0.2 0.0 -0.2
0.1 0.4 0.1
-0.2 0.0 -0.2
0.2 -0.4 0.0
0.1 0.3 0.0
-0.2 0.1 -0.4
0.3 0.0 -0.2
-0.1 0.2 0.4
-0.1 0.2 0.1
0.2 0.1 -0.1
-0.1 -0.1 0.0
0.1 0.1 -0.2
0.3 0.0 0.1
-0.4 0.0 0.1
-0.1 0.1 -0.1
0.1 -0.1 0.0
0.0 0.0 0.3
-0.3 0.6 0.2
0.0 0.3 -0.5
-0.1 -0.4 0.7
-0.1 0.0 0.0
-0.1 -0.6 0.0
0.1 0.1 -0.3
0.1 0.1 0.0
-0.2 0.2 0.0
0.0 -0.1 0.5
0.3 -0.3 -0.1
0.0 0.4 0.3
-0.1 -0.1 -0.1
-0.2 0.0 -0.1
0.0 -0.3 -0.1
0.0 0.0 0.3
0.0 -0.4 0.0
0.0 -0.1 -0.2
0.2 0.2 -0.2
0.0 0.3 0.1
-0.1 0.2 0.5
-0.1 0.4 0.2
-0.1 0.2 -0.1
-0.1 -0.1 -0.2
0.1 -0.2 -0.1
0.3 -0.3 0.3

As for the LUMO energy: -0.04 eV. For the gap between HOMO and LUMO, the calculation gives 5.749 eV. Its energy is -195172.1154 eV. The spin multiplicity is 1. Its HOMO energy is -5.79 eV.

2.
Molecular formula: C28H54AsO4SSiV
Method: DFT, the ωB97M-V functional and the def2-TZVPD basis

Atoms and positions in Å:
1 V 1.092432 -0.488699 0.093266
2 C 0.533321 -3.700587 0.424371
3 C -0.868754 -3.243649 0.000826
4 C -1.259695 -3.910137 -1.314895
5 C -1.893875 -3.561755 1.089816
6 O -0.784664 -1.817296 -0.167564
7 Si -1.865234 -0.726918 -0.788534
8 S -0.453349 0.882649 -0.845182
9 O -3.138228 -0.439857 0.161496
10 C -3.365311 0.369714 1.310141
11 C -4.554553 -0.235058 2.057935
12 C -2.127139 0.372084 2.198233
13 C -3.694585 1.790798 0.859497
14 O -2.405553 -1.271423 -2.191584
15 C -3.506714 -0.835091 -2.994581
16 C -3.306900 -1.491379 -4.360061
17 C -4.813838 -1.295577 -2.353418
18 C -3.489825 0.684274 -3.122935
19 H 0.544621 -4.776625 0.578874
20 H 0.820322 -3.205899 1.360141
21 H 1.254583 -3.452412 -0.362507
22 H -1.197065 -4.989155 -1.215464
23 H -0.596838 -3.587926 -2.115307
24 H -2.273170 -3.634640 -1.587155
25 H -1.969702 -4.635177 1.237039
26 H -2.867099 -3.174719 0.798972
27 H -1.598399 -3.101493 2.031470
28 H -4.317153 -1.228774 2.429252
29 H -5.413481 -0.306466 1.395282
30 H -4.824496 0.397176 2.899727
31 H -1.859210 -0.654196 2.434395
32 H -2.335451 0.913870 3.113030
33 H -1.300763 0.848017 1.668649
34 H -4.588754 1.789174 0.243103
35 H -2.871874 2.210301 0.286275
36 H -3.875643 2.408460 1.731830
37 H -3.310865 -2.574285 -4.259698
38 H -2.352111 -1.184147 -4.779610
39 H -4.105621 -1.195862 -5.032893
40 H -4.861159 -2.380722 -2.329123
41 H -5.655975 -0.918616 -2.927476
42 H -4.874023 -0.916589 -1.337400
43 H -2.512851 1.022274 -3.460709
44 H -3.700457 1.146755 -2.162101
45 H -4.242862 0.995902 -3.839236
46 C 4.020615 -1.898977 2.453824
47 C 3.681531 -0.436373 2.715850
48 As 1.754494 -0.062882 2.499758
49 C 1.302917 -0.736363 4.339055
50 C -0.161346 -0.984444 4.660900
51 C 1.883749 1.878560 2.843154
52 C 0.734677 2.712524 2.294502
53 H 5.086400 -2.085378 2.578577
54 H 3.736000 -2.168663 1.432289
55 H 3.482283 -2.552563 3.142239
56 H 4.227770 0.203523 2.017744
57 H 3.978060 -0.145353 3.733513
58 H 1.719927 0.020301 5.014723
59 H 1.861656 -1.667478 4.487303
60 H -0.752177 -0.077835 4.564245
61 H -0.259229 -1.347536 5.681041
62 H -0.569377 -1.743484 3.994806
63 H 2.810566 2.205430 2.360622
64 H 1.990141 2.017729 3.925299
65 H 0.573789 2.470610 1.237496
66 H 0.976967 3.768498 2.373402
67 H -0.183783 2.541974 2.852732
68 C 2.217544 4.855219 -3.635930
69 C 2.692590 3.616182 -2.953981
70 C 2.187961 2.364761 -3.290815
71 C 2.540413 1.227275 -2.590337
72 C 2.088848 -0.125702 -3.064067
73 C 3.450212 1.343449 -1.515040
74 C 3.691336 0.198141 -0.669857
75 O 2.709656 -0.457397 -0.223369
76 C 4.064050 2.582288 -1.243697
77 C 5.077722 2.707935 -0.148115
78 C 3.660602 3.694254 -1.955838
79 H 1.611966 4.620583 -4.506449
80 H 3.052662 5.482224 -3.941281
81 H 1.608934 5.436788 -2.943031
82 H 1.496875 2.280079 -4.116255
83 H 1.564192 -0.030492 -4.012488
84 H 1.407341 -0.614251 -2.349486
85 H 2.954099 -0.776806 -3.211058
86 H 4.701792 -0.087487 -0.364945
87 H 4.665487 2.377299 0.806648
88 H 5.398262 3.741643 -0.043556
89 H 5.956410 2.101509 -0.368407
90 H 4.093376 4.654368 -1.717906

Force components x, y, z for each atom (eV/Å):
-7.1 -1.6 1.1
-0.4 0.4 -0.1
0.1 -1.0 0.3
0.0 0.3 0.2
0.3 0.3 -0.2
0.7 0.0 0.3
0.5 1.3 0.1
-0.7 0.4 -0.4
-0.1 -0.4 -0.2
-0.2 0.4 0.5
0.2 0.1 -0.3
-0.2 -0.1 -0.4
0.0 -0.4 0.0
0.3 -0.3 0.0
-0.5 0.1 -0.5
0.0 0.1 0.4
0.3 0.1 -0.1
0.2 -0.3 0.1
0.1 -0.1 0.0
0.0 -0.1 0.0
0.0 -0.1 0.1
0.0 -0.1 0.0
0.1 0.0 -0.1
-0.1 -0.1 -0.1
0.0 -0.1 0.0
-0.2 0.0 0.0
0.0 0.0 0.1
0.0 -0.1 0.0
-0.1 0.0 -0.1
0.0 0.1 0.1
0.1 -0.1 0.1
0.0 0.1 0.2
0.0 0.0 0.2
-0.1 0.0 -0.1
0.1 0.1 0.0
0.0 0.2 0.1
0.0 -0.1 0.0
0.1 0.0 -0.1
-0.1 0.0 -0.1
0.0 -0.2 0.0
-0.1 0.0 -0.1
-0.1 0.0 0.0
0.1 0.1 -0.1
-0.1 0.1 0.1
-0.1 0.1 -0.1
-0.2 0.1 -0.1
0.1 -0.1 -0.1
0.8 0.5 1.9
-0.2 0.0 -0.3
0.1 0.0 -0.2
-0.1 0.1 0.0
0.1 -0.2 -0.1
0.0 0.0 0.0
0.1 -0.1 0.1
0.1 -0.1 0.0
-0.1 0.1 0.1
-0.2 0.0 -0.3
0.1 -0.1 -0.2
0.1 0.2 -0.2
-0.1 0.0 0.0
0.0 0.0 0.1
-0.1 0.0 0.0
0.0 -0.2 0.1
0.1 -0.1 -0.2
-0.2 0.2 0.2
0.0 0.1 0.0
-0.1 0.0 -0.1
0.0 0.1 0.0
0.2 -0.2 0.1
0.0 0.1 0.1
0.3 -0.1 0.1
-0.1 -0.1 0.1
-0.2 0.3 -0.3
1.2 0.8 -0.5
5.9 -0.3 -1.1
-0.1 -0.2 0.1
0.0 0.0 0.0
-0.1 -0.1 0.0
0.0 0.0 -0.1
0.0 0.0 0.0
-0.1 0.1 0.0
-0.1 0.0 -0.1
-0.1 -0.1 0.1
0.1 0.1 -0.4
-0.1 0.0 0.0
-0.2 -0.2 0.1
0.1 0.0 0.1
0.0 0.0 0.1
0.1 0.0 0.1
0.1 0.1 0.0

As for the LUMO energy (alpha / beta): -3.42 / -3.64 eV. Its expectation value of S² is 3.7926. The calculation puts the energy above the lowest of the compared OMol25 structures with the same formula, charge and spin at 20.7 kcal per mole. For the gap between HOMO and LUMO (alpha / beta), the calculation gives 6.989 / 7.834 eV. Its energy is -143341.1765 eV. The total charge is +1. The spin multiplicity is 4. Its HOMO energy (alpha / beta) is -10.41 / -11.47 eV.

3.
Molecular formula: C28H54BBaIN9O3P
Method: DFT, the ωB97M-V functional and the def2-TZVPD basis

Atoms and positions in Å:
1 Ba -0.208095 -0.110884 -0.201337
2 C 3.489044 -4.081662 -2.070783
3 C 2.707072 -2.818232 -2.240122
4 C 2.791990 -1.898555 -3.266442
5 C 1.862512 -0.896695 -2.960779
6 N 1.250454 -1.189038 -1.810693
7 N 1.777263 -2.376634 -1.364199
8 B 1.326773 -3.112030 -0.063134
9 N -0.189116 -3.440682 -0.084389
10 N -1.192592 -2.507400 -0.026745
11 C -2.332428 -3.209716 0.032969
12 C -2.073204 -4.579783 0.008445
13 C -0.697381 -4.688577 -0.065963
14 C 0.122815 -5.939132 -0.116930
15 C -3.683424 -2.539591 0.121120
16 C -3.962361 -1.759934 -1.166718
17 C -3.694118 -1.595898 1.330713
18 C -4.778351 -3.587753 0.317368
19 N 1.701996 -2.343171 1.243346
20 N 1.148595 -1.148546 1.621802
21 C 1.687442 -0.823998 2.798203
22 C 2.600193 -1.809022 3.187888
23 C 2.585729 -2.754180 2.174495
24 C 3.383231 -4.015550 2.084517
25 C 1.273640 0.428369 3.537634
26 C 1.893364 0.434909 4.933320
27 C -0.259826 0.451051 3.672404
28 C 1.732401 1.680602 2.780799
29 C 1.576537 0.329314 -3.804404
30 C 0.940936 -0.133089 -5.124378
31 C 0.631349 1.333766 -3.124220
32 C 2.900761 1.044408 -4.101964
33 H 4.189256 -4.180069 -2.898173
34 H 4.060098 -4.082820 -1.141044
35 H 2.840631 -4.959576 -2.063868
36 H 3.442834 -1.963498 -4.125189
37 H 1.917949 -4.144897 -0.035564
38 H -2.776046 -5.398970 0.039450
39 H -0.542965 -6.799662 -0.126581
40 H 0.744337 -5.978646 -1.012829
41 H 0.781527 -6.027268 0.748769
42 H -3.257977 -0.937861 -1.314788
43 H -3.874905 -2.417237 -2.033216
44 H -4.981240 -1.352508 -1.166333
45 H -2.960442 -0.787259 1.200128
46 H -4.708625 -1.184845 1.458284
47 H -3.432830 -2.125721 2.248013
48 H -4.810070 -4.281034 -0.525388
49 H -4.623392 -4.165896 1.231708
50 H -5.754210 -3.099475 0.383824
51 H 3.192377 -1.852324 4.087993
52 H 4.019428 -4.096837 2.963949
53 H 2.742779 -4.897998 2.042081
54 H 4.024690 -4.025954 1.201073
55 H 1.583770 -0.437532 5.514489
56 H 2.984617 0.443707 4.879417
57 H 1.579043 1.331866 5.472244
58 H -0.623174 -0.441574 4.186955
59 H -0.574034 1.332939 4.237778
60 H -0.742955 0.492075 2.686894
61 H 2.821658 1.709438 2.697392
62 H 1.334232 1.726390 1.765179
63 H 1.411295 2.578365 3.315716
64 H -0.001521 -0.657076 -4.942836
65 H 0.742708 0.726940 -5.770616
66 H 1.603803 -0.813087 -5.662675
67 H -0.364580 0.900065 -2.964659
68 H 1.056140 1.699050 -2.180802
69 H 0.509954 2.193592 -3.786624
70 H 3.591476 0.392654 -4.639592
71 H 2.719188 1.925201 -4.724686
72 H 3.385889 1.366896 -3.177696
73 N -4.188742 1.705282 1.721290
74 C -4.569340 1.798017 0.259945
75 P -3.042765 2.188208 -0.710227
76 O -2.951741 1.403480 -1.982849
77 O -1.974763 2.073297 0.342510
78 C -3.224031 3.914594 -1.368255
79 N -3.283528 3.785645 -2.871927
80 H -4.335316 0.760994 2.077939
81 H -4.697545 2.357903 2.311717
82 H -3.177734 1.898225 1.772681
83 H -5.356471 2.536532 0.140503
84 H -4.943608 0.831123 -0.070517
85 H -2.345405 4.495248 -1.102877
86 H -4.103699 4.432140 -0.998459
87 H -3.120885 2.777324 -3.048166
88 H -2.565802 4.334723 -3.339281
89 H -4.182975 4.056150 -3.260583
90 N 4.677214 1.874017 -0.689423
91 C 3.701985 1.029178 -0.341002
92 O 2.510196 1.347345 -0.375266
93 C 4.036767 -0.364412 0.126235
94 I 6.059260 -1.012154 0.114288
95 H 4.438803 2.810591 -0.967198
96 H 5.645103 1.604355 -0.646976
97 H 3.495621 -1.057088 -0.505849
98 H 3.680785 -0.474538 1.147845

Force components x, y, z for each atom (eV/Å):
-1.0 2.1 0.3
0.0 0.0 0.0
0.0 0.0 0.1
0.1 0.0 -0.1
0.1 -0.1 0.0
1.0 -0.8 -1.2
-0.1 0.0 0.0
0.0 0.0 0.0
0.1 0.0 0.0
-0.3 -1.1 0.1
0.0 0.0 0.0
-0.1 0.0 0.0
0.1 0.0 0.0
0.0 0.1 0.0
0.0 0.0 0.0
0.0 0.0 0.0
0.0 0.1 0.0
-0.1 -0.1 0.0
0.1 0.1 -0.1
0.6 -0.7 0.7
0.0 -0.2 0.1
0.1 0.0 0.0
0.0 0.0 0.0
0.0 0.0 0.0
-0.2 0.0 -0.1
0.0 0.0 0.1
0.0 0.0 0.0
0.0 0.0 0.1
-0.1 0.0 0.0
0.0 0.0 0.0
0.1 -0.3 0.1
0.0 0.0 0.0
0.0 0.0 0.0
0.0 0.0 0.0
0.0 0.1 0.0
-0.1 0.0 0.1
-0.1 0.1 0.0
0.1 0.1 0.0
0.0 0.0 0.0
0.0 0.0 0.0
0.0 0.0 0.0
0.0 0.0 0.0
0.0 0.0 0.0
0.1 0.0 0.0
-0.1 0.0 0.0
0.1 0.0 0.0
0.0 0.0 0.0
0.0 0.0 0.0
0.0 0.0 -0.1
0.0 0.0 0.0
0.0 0.0 -0.1
0.0 0.0 0.0
0.0 0.1 0.0
0.0 0.0 0.0
0.0 0.1 0.0
-0.1 0.0 0.0
0.0 -0.1 0.0
0.0 0.0 0.0
0.0 0.0 0.0
0.0 0.0 0.1
0.0 0.0 0.0
0.0 0.0 0.0
0.0 0.0 0.0
0.0 0.0 0.0
0.0 0.0 0.0
0.0 0.0 0.0
0.0 0.0 0.0
0.0 0.0 -0.1
0.0 0.0 0.0
0.0 0.0 0.0
0.0 -0.1 0.0
0.0 0.0 0.0
-0.3 -0.1 -0.2
0.0 0.0 0.1
0.3 -0.3 -0.2
-0.1 0.0 0.3
-0.1 0.3 -0.1
0.1 0.1 0.0
0.0 0.5 0.2
-0.1 -0.2 0.0
-0.1 0.1 0.1
0.4 0.1 -0.1
-0.1 0.0 0.0
0.0 0.0 0.0
0.1 0.0 0.0
0.0 0.1 -0.1
0.1 -0.6 -0.1
0.1 0.1 0.0
-0.1 0.0 0.0
-0.1 -0.1 0.0
-0.1 0.1 0.0
-0.2 0.0 0.0
0.1 0.0 0.0
0.0 0.0 0.0
0.0 0.0 0.0
0.1 0.0 0.0
-0.1 0.0 0.0
0.0 0.0 0.0

As for the LUMO energy: -5.23 eV. The calculation puts the energy above the lowest of the compared OMol25 structures with the same formula, charge and spin at 17.6 kcal per mole. For the gap between HOMO and LUMO, the calculation gives 7.685 eV. Its energy is -68221.3028 eV. The total charge is +2. The spin multiplicity is 1. Its HOMO energy is -12.92 eV.